Entry 1:
36
Properties=species:S:1:pos:R:3 method="wB97M-V/def2-TZVPD" orbital_gap_ev=2.50 charge=0 de_lowest_ev=0.0000 lumo_energy_ha=-0.079 multiplicity=1 homo_energy_ev=-4.647
C 0.27 -0.71 2.91
C 1.14 -1.47 3.76
H -0.04 -1.36 2.03
H -0.67 -0.46 3.45
H 0.71 0.22 2.50
H 1.92 -1.85 3.13
H 1.90 -1.36 4.69
H 0.63 -2.28 4.26
C 0.07 2.91 -0.95
C 0.77 3.61 -1.92
C 1.33 2.91 -3.00
C 1.21 1.52 -3.03
H -0.45 3.41 -0.10
H 0.87 4.71 -1.82
H 1.85 3.45 -3.80
H 1.63 0.94 -3.86
N -0.05 1.57 -1.03
C 0.52 0.83 -2.02
C 0.36 -0.63 -1.99
N -0.50 -1.12 -1.07
C -0.75 -2.45 -0.98
C 0.81 -2.85 -2.79
C -0.08 -3.34 -1.84
H -1.47 -2.79 -0.27
H -0.27 -4.40 -1.74
C 1.03 -1.48 -2.86
H 1.73 -1.03 -3.57
H 1.33 -3.50 -3.49
Hg -1.74 0.33 0.07
C -3.61 1.19 -0.55
H -4.26 0.44 -1.04
H -3.52 2.01 -1.29
H -4.22 1.60 0.27
S 1.70 0.61 5.10
C 0.42 0.54 6.10
N -0.57 0.32 6.76



Entry 2:
36
Properties=species:S:1:pos:R:3 method="wB97M-V/def2-TZVPD" orbital_gap_ev=4.35 charge=+1 de_lowest_ev=0.1265 lumo_energy_ha=-0.200 multiplicity=1 homo_energy_ev=-9.775
C -1.96 0.34 5.71
C -1.00 0.92 4.86
C -0.88 0.42 3.56
C -1.70 -0.62 3.09
C -2.65 -1.18 3.94
C -2.78 -0.69 5.24
S -1.31 -1.06 1.45
C -0.03 0.18 1.39
N 0.66 0.42 0.34
C 1.69 1.48 0.44
C 2.15 1.78 1.86
C 0.98 1.95 2.80
N 0.07 0.81 2.61
H -2.06 0.70 6.73
H -0.34 1.72 5.20
H -3.27 -1.99 3.55
H -3.53 -1.13 5.91
H 2.53 1.13 -0.17
H 1.29 2.41 -0.01
H 2.81 0.97 2.20
H 2.74 2.71 1.86
H 1.31 1.97 3.85
H 0.45 2.88 2.58
C 0.89 -1.35 -6.31
C -0.22 -0.34 -6.08
S -0.11 0.54 -4.48
C 0.25 -0.67 -3.36
S 1.00 -2.15 -3.62
C 0.68 -2.53 -5.37
H 0.82 -1.71 -7.34
H 1.87 -0.90 -6.17
H -0.19 0.46 -6.83
H -1.21 -0.83 -6.11
H 0.08 -0.40 -2.31
H -0.36 -2.90 -5.43
H 1.37 -3.35 -5.60



Entry 3:
37
Properties=species:S:1:pos:R:3 method="wB97M-V/def2-TZVPD" orbital_gap_ev=7.99 smiles="C[C@H](N)C(=O)N[C@@H](Cc1c[nH]c2ccccc12)C(=O)O" charge=0 de_lowest_ev=3.4195 lumo_energy_ha=0.005 multiplicity=1 homo_energy_ev=-7.846
C -2.56 2.07 0.37
C -2.30 0.87 1.34
C -2.91 1.76 -1.04
C -1.86 -1.06 -0.39
C -2.17 -2.52 -0.17
C -0.40 -0.71 -0.78
C 0.78 -0.83 0.16
C 0.95 -1.61 1.34
C 2.06 -0.41 -0.17
C 2.92 -0.77 0.91
C 2.60 0.34 -1.23
C 4.16 -0.16 1.10
C 3.96 0.57 -1.25
C 4.72 0.43 -0.02
H -0.77 2.64 -0.48
H -1.02 2.98 1.21
H -3.28 2.65 0.95
H -3.16 2.58 -1.71
H -3.69 1.02 -1.13
H -2.00 1.47 -1.62
H -2.23 -1.09 1.57
H -2.62 -0.77 -1.14
H -0.36 0.49 -0.93
H -0.18 -0.98 -1.86
H 0.16 -2.24 1.73
H 2.52 -1.91 2.70
H 2.03 0.57 -2.09
H 4.70 -0.30 2.02
H 4.40 1.04 -2.16
H 5.76 0.79 -0.03
H -2.27 -2.70 -2.17
N -1.39 2.94 0.25
N -2.19 -0.36 0.85
N 2.23 -1.59 1.78
O -2.02 1.01 2.53
O -2.21 -2.95 0.96
O -2.34 -3.25 -1.38